# 1
C4H12BNO4PS | wB97M-V/def2-TZVPD

```
24
Properties=species:S:1:pos:R:3
N -1.037 -1.939 -1.803
C -0.264 -0.690 -1.961
C -0.922 0.465 -1.219
C -0.902 0.374 0.305
O -1.869 1.237 0.851
B -1.145 2.181 1.784
O 0.012 1.328 2.232
C 0.417 0.810 1.013
P 1.715 -0.455 1.240
O 2.558 -0.272 -0.135
O 1.053 -1.921 1.033
S 2.797 -0.414 2.827
H -1.106 -2.206 -0.828
H -0.579 -2.697 -2.293
H 0.783 -0.789 -1.657
H -0.236 -0.467 -3.031
H -0.460 1.405 -1.530
H -1.974 0.489 -1.514
H -1.173 -0.643 0.626
H -0.688 3.140 1.110
H -1.829 2.596 2.700
H 0.915 1.608 0.431
H 3.089 -1.057 -0.289
H 0.844 -2.082 0.107
```

Output
- HOMO: -4.30 eV
- Energy relative to the best compared isomer or geometry (same formula, charge and spin): 0.0 kcal/mol
- Frontier orbital gap: 7.05 eV
- Lowest unoccupied orbital energy: 2.8 eV
- Total charge: -1
- Max |F|: 0.64 eV Å⁻¹
- E: -1279.891456 Eh

Here is what Mulliken gives for the atomic charges, in e: N -0.679; C -0.391; C -0.999; C 0.460; O -0.765; B 1.036; O -0.823; C -0.073; P 0.451; O -0.498; O -0.564; S -0.477; H 0.245; H 0.237; H 0.251; H 0.399; H 0.288; H 0.346; H 0.233; H -0.325; H -0.257; H 0.211; H 0.327; H 0.366

***

# 2
C4H12Cl2NPSi | wB97M-V/def2-TZVPD

```
21
Properties=species:S:1:pos:R:3
C 0.317 -1.363 -1.778
C 0.008 0.181 2.199
C -0.527 1.764 -0.571
C -2.263 -0.494 0.223
N 0.221 -1.270 -0.317
Si -0.370 0.131 0.338
P 3.747 0.383 0.771
Cl 2.967 1.357 -0.769
Cl 3.674 -1.505 0.020
H -0.188 -2.253 -1.967
H -0.104 -0.531 -2.276
H 1.352 -1.532 -1.883
H -0.586 -0.460 2.930
H 1.067 0.010 2.447
H 0.109 1.136 2.566
H 0.238 2.449 -0.356
H -0.330 1.535 -1.707
H -1.588 2.088 -0.509
H -2.371 -1.292 0.924
H -2.947 0.381 0.479
H -2.427 -0.716 -0.763
```

Output
- HOMO (spin up / spin down): -8.49 / -9.35 eV
- Frontier orbital gap (spin up / spin down): 9.05 / 7.90 eV
- Lowest unoccupied orbital energy (spin up / spin down): 0.6 / -1.4 eV
- Total charge: 0
- Max |F|: 4.20 eV Å⁻¹
- E: -1765.524412 Eh
- 2S+1: 3

Here is what Mulliken gives for the atomic charges, in e: C -0.864; C -1.076; C -0.927; C -1.211; N -0.094; Si 0.383; P 0.243; Cl -0.133; Cl -0.143; H 0.348; H 0.353; H 0.251; H 0.274; H 0.284; H 0.416; H 0.373; H 0.227; H 0.317; H 0.321; H 0.307; H 0.352

***

# 3
C4H12Cl3CrN4O20 | wB97M-V/def2-TZVPD

```
44
Properties=species:S:1:pos:R:3
Cr 0.128 0.360 0.133
Cl -1.853 3.366 -0.959
O -0.990 4.115 -1.825
O -1.021 2.438 -0.201
O -2.519 4.217 -0.004
O -2.838 2.656 -1.720
Cl -2.076 -2.126 0.517
O -1.872 -0.879 -0.171
O -1.972 -3.193 -0.460
O -1.046 -2.287 1.475
O -3.391 -2.153 1.100
Cl 2.683 2.212 0.042
O 4.070 1.976 0.247
O 1.947 2.204 1.291
O 2.487 3.473 -0.645
O 2.053 1.146 -0.758
C 2.313 -2.507 2.882
N 1.949 -1.103 2.581
O 1.330 -0.917 1.572
O 2.200 -0.271 3.400
H 2.298 -2.709 3.945
H 3.217 -2.769 2.343
H 1.476 -3.062 2.452
C 0.840 -3.587 -2.443
N 1.377 -2.821 -1.278
O 2.205 -3.386 -0.598
O 0.903 -1.736 -1.058
H 0.958 -4.640 -2.230
H 1.443 -3.260 -3.291
H -0.167 -3.274 -2.691
C -1.592 0.737 -4.245
N -0.598 0.188 -3.289
O 0.132 -0.668 -3.731
O -0.564 0.650 -2.187
H -2.049 -0.105 -4.751
H -1.047 1.367 -4.942
H -2.287 1.329 -3.653
C -1.088 2.776 3.447
N -1.259 1.342 3.111
O -0.582 0.878 2.219
O -2.038 0.700 3.760
H -0.183 3.163 2.989
H -1.008 2.851 4.527
H -1.966 3.310 3.094
```

Output
- HOMO (spin up / spin down): -7.02 / -7.02 eV
- Energy relative to the best compared isomer or geometry (same formula, charge and spin): 9.3 kcal/mol
- Frontier orbital gap (spin up / spin down): 9.07 / 9.07 eV
- Lowest unoccupied orbital energy (spin up / spin down): 2.0 / 2.0 eV
- Total charge: -1
- Max |F|: 3.18 eV Å⁻¹
- E: -4307.457438 Eh
- 2S+1: 5

Here is what Mulliken gives for the atomic charges, in e: Cr 1.437; Cl 1.888; O -0.683; O -0.692; O -0.713; O -0.697; Cl 1.732; O -0.600; O -0.723; O -0.640; O -0.697; Cl 1.738; O -0.660; O -0.675; O -0.655; O -0.589; C -0.839; N 0.669; O -0.188; O -0.508; H 0.300; H 0.292; H 0.288; C -0.895; N 0.846; O -0.573; O -0.238; H 0.319; H 0.332; H 0.277; C -0.846; N 0.810; O -0.553; O -0.196; H 0.314; H 0.296; H 0.271; C -0.779; N 0.748; O -0.251; O -0.495; H 0.213; H 0.323; H 0.293

***

# 4
C4H12Cl8InOS | wB97M-V/def2-TZVPD

```
27
Properties=species:S:1:pos:R:3
O 5.266 -3.623 -0.005
In 3.629 -3.227 -1.196
S 4.287 -3.178 -3.627
H 5.589 -2.821 0.421
H 2.500 -4.552 -0.990
H 2.904 -1.678 -0.808
H 5.592 -3.465 -3.568
C -0.412 -1.086 -1.001
Cl 0.111 -2.172 -2.277
Cl -0.645 -1.917 0.548
H 0.338 -0.313 -0.870
H -1.359 -0.641 -1.283
C -3.089 1.028 1.210
Cl -1.658 1.833 0.548
Cl -3.826 -0.095 0.062
H -2.786 0.463 2.084
H -3.814 1.791 1.462
C -5.998 2.784 3.856
Cl -4.584 3.631 3.214
Cl -6.665 1.634 2.692
H -5.693 2.238 4.740
H -6.757 3.520 4.090
C 3.408 2.113 -1.833
Cl 1.996 1.059 -1.952
Cl 4.924 1.243 -2.069
H 3.328 2.873 -2.601
H 3.416 2.556 -0.844
```

Output
- HOMO: -4.24 eV
- Frontier orbital gap: 5.95 eV
- Lowest unoccupied orbital energy: 1.7 eV
- Total charge: -1
- Max |F|: 0.34 eV Å⁻¹
- E: -4504.718833 Eh

Here is what Mulliken gives for the atomic charges, in e: O -0.807; In 0.787; S -0.631; H 0.228; H -0.341; H -0.237; H 0.041; C 0.112; Cl -0.130; Cl -0.171; H -0.086; H 0.256; C 0.068; Cl -0.144; Cl -0.162; H 0.289; H -0.063; C -0.242; Cl -0.142; Cl -0.134; H 0.258; H 0.279; C -0.304; Cl -0.099; Cl -0.132; H 0.277; H 0.229

***

# 5
C4H12ClCrI2NOP | wB97M-V/def2-TZVPD

```
23
Properties=species:S:1:pos:R:3
I -1.822 -2.256 -2.154
I -1.111 1.296 -2.842
Cr -0.554 -0.388 -0.895
P 1.835 -0.830 -1.242
C 3.025 0.391 -1.810
C 2.754 -1.647 0.118
H 1.180 -2.927 -2.196
H 2.812 -2.357 -2.768
H 1.247 -1.654 -3.394
C 1.780 -2.078 -2.538
H 2.098 -2.361 0.635
H 3.641 -2.139 -0.319
H 3.897 -0.166 -2.184
H 3.302 1.055 -0.977
H 3.045 -0.891 0.862
H 2.579 1.002 -2.603
C 0.466 1.367 -0.427
O 0.876 2.445 -0.256
Cl -0.320 -1.826 0.848
N -1.981 0.482 0.443
H -2.468 -0.280 0.927
H -2.642 1.144 0.031
H -1.443 1.003 1.140
```

Output
- HOMO (spin up / spin down): -17.22 / -16.99 eV
- Energy relative to the best compared isomer or geometry (same formula, charge and spin): 5.9 kcal/mol
- Frontier orbital gap (spin up / spin down): 5.81 / 5.72 eV
- Lowest unoccupied orbital energy (spin up / spin down): -11.4 / -11.3 eV
- Total charge: +2
- Max |F|: 5.19 eV Å⁻¹
- E: -2730.402340 Eh
- 2S+1: 4

Here is what Mulliken gives for the atomic charges, in e: I 0.403; I 0.098; Cr -0.348; P 1.425; C -1.209; C -1.159; H 0.315; H 0.452; H 0.377; C -1.231; H 0.393; H 0.420; H 0.418; H 0.430; H 0.381; H 0.410; C 0.395; O -0.161; Cl -0.325; N -0.507; H 0.389; H 0.291; H 0.342

***

# 6
C4H12ClN2Si | wB97M-V/def2-TZVPD

```
20
Properties=species:S:1:pos:R:3
C 1.255 0.512 -0.693
C 0.746 2.720 0.066
C 1.980 -1.564 1.152
C 1.308 -0.796 -0.972
N 0.419 1.412 -0.431
N 1.685 -1.807 -0.274
Si -3.732 -0.570 -0.312
Cl -2.071 0.015 0.596
H 0.380 2.940 1.154
H 0.251 3.430 -0.621
H 1.809 2.871 0.048
H 2.851 -2.194 1.377
H 2.222 -0.411 1.325
H 1.125 -1.879 1.954
H 1.118 -1.014 -1.981
H -0.592 1.212 -0.353
H 1.674 -2.743 -0.523
H -4.257 0.122 -1.660
H -3.593 -1.879 -0.696
H -4.576 -0.374 0.843
```

Output
- HOMO (spin up / spin down): -10.59 / -14.40 eV
- Energy relative to the best compared isomer or geometry (same formula, charge and spin): 0.0 kcal/mol
- Frontier orbital gap (spin up / spin down): 7.25 / 8.06 eV
- Lowest unoccupied orbital energy (spin up / spin down): -3.3 / -6.3 eV
- Total charge: +1
- Max |F|: 4.88 eV Å⁻¹
- E: -1018.372548 Eh
- 2S+1: 3

Here is what Mulliken gives for the atomic charges, in e: C -0.321; C -0.843; C -0.731; C 0.216; N 0.022; N -0.019; Si 0.436; Cl -0.219; H 0.258; H 0.349; H 0.349; H 0.337; H 0.286; H 0.279; H 0.479; H 0.119; H 0.245; H -0.043; H -0.107; H -0.093

***

max |F| of number 4 (C4H12Cl8InOS)? 0.34 eV Å⁻¹

***

Copy entry 2 word for word.
C4H12Cl2NPSi | wB97M-V/def2-TZVPD

```
21
Properties=species:S:1:pos:R:3
C 0.317 -1.363 -1.778
C 0.008 0.181 2.199
C -0.527 1.764 -0.571
C -2.263 -0.494 0.223
N 0.221 -1.270 -0.317
Si -0.370 0.131 0.338
P 3.747 0.383 0.771
Cl 2.967 1.357 -0.769
Cl 3.674 -1.505 0.020
H -0.188 -2.253 -1.967
H -0.104 -0.531 -2.276
H 1.352 -1.532 -1.883
H -0.586 -0.460 2.930
H 1.067 0.010 2.447
H 0.109 1.136 2.566
H 0.238 2.449 -0.356
H -0.330 1.535 -1.707
H -1.588 2.088 -0.509
H -2.371 -1.292 0.924
H -2.947 0.381 0.479
H -2.427 -0.716 -0.763
```

Output
- HOMO (spin up / spin down): -8.49 / -9.35 eV
- Frontier orbital gap (spin up / spin down): 9.05 / 7.90 eV
- Lowest unoccupied orbital energy (spin up / spin down): 0.6 / -1.4 eV
- Total charge: 0
- Max |F|: 4.20 eV Å⁻¹
- E: -1765.524412 Eh
- 2S+1: 3

Here is what Mulliken gives for the atomic charges, in e: C -0.864; C -1.076; C -0.927; C -1.211; N -0.094; Si 0.383; P 0.243; Cl -0.133; Cl -0.143; H 0.348; H 0.353; H 0.251; H 0.274; H 0.284; H 0.416; H 0.373; H 0.227; H 0.317; H 0.321; H 0.307; H 0.352

***

Among the records above, which one has the highest E? C4H12ClN2Si